Record 1
107
Properties=species:S:1:pos:R:3 method="wB97M-V/def2-TZVPD" s_squared=2.20 multiplicity=3 gap_ev="7.73 / 6.99" total_charge=+1 total_energy_ev=-108513.192
V 0.197 0.834 0.170
N 3.379 1.496 2.895
C 3.461 0.878 1.515
C 4.904 0.463 1.231
P 2.326 -0.611 1.601
O 3.262 -1.903 1.608
O 1.641 -0.493 2.914
O 1.485 -0.697 0.329
P 2.997 2.348 0.420
O 4.031 2.254 -0.796
O 3.241 3.536 1.266
O 1.645 2.087 -0.209
H 4.213 1.295 3.442
H 2.540 1.110 3.361
H 3.270 2.526 2.760
H 5.235 -0.304 1.933
H 5.575 1.322 1.290
H 4.979 0.069 0.219
H 3.461 -2.248 0.727
H 4.599 3.034 -0.853
C -1.203 -3.834 3.354
C -0.569 -2.740 2.471
N -1.477 -1.600 2.363
C -2.805 -2.079 1.996
C -3.437 -2.837 3.183
N -2.314 -3.172 4.126
C -1.806 -1.913 4.775
C -1.530 -0.903 3.640
H -0.512 -4.263 4.078
H -1.665 -4.638 2.782
H -0.364 -3.125 1.472
H 0.362 -2.385 2.909
H -2.693 -2.741 1.138
H -3.432 -1.235 1.714
H -3.912 -3.776 2.898
H -4.149 -2.234 3.745
H -2.651 -3.806 4.845
H -0.908 -2.190 5.328
H -2.570 -1.583 5.478
H -0.577 -0.403 3.810
H -2.323 -0.158 3.594
C -3.168 -4.294 -3.066
C -1.962 -3.983 -2.249
C -0.686 -4.506 -2.244
C 0.025 -3.737 -1.303
N -0.749 -2.808 -0.758
N -1.957 -2.998 -1.328
C 1.466 -3.835 -0.925
H -3.212 -5.356 -3.299
H -3.152 -3.745 -4.009
H -4.084 -4.025 -2.540
H -0.315 -5.318 -2.844
H -2.679 -2.309 -1.190
H 1.950 -4.656 -1.453
H 1.584 -4.005 0.147
H 1.981 -2.908 -1.184
C 1.691 0.549 -3.113
C 0.214 0.644 -3.533
C -0.294 -0.801 -3.627
C 0.161 1.244 -4.944
Si -0.761 1.675 -2.210
C -0.337 3.573 -2.372
C 1.141 3.876 -2.667
C -1.129 4.255 -3.503
C -0.672 4.295 -1.053
C -2.681 1.398 -2.385
C -3.042 0.013 -1.834
C -3.188 1.442 -3.835
C -3.499 2.416 -1.577
H 2.240 -0.028 -3.866
H 1.813 0.027 -2.159
H 2.178 1.519 -3.022
H 0.386 -1.375 -4.265
H -1.287 -0.873 -4.076
H -0.315 -1.295 -2.654
H 0.701 0.584 -5.631
H 0.631 2.224 -5.009
H -0.857 1.338 -5.323
H 1.435 3.588 -3.677
H 1.828 3.400 -1.972
H 1.287 4.958 -2.594
H -0.948 3.797 -4.476
H -0.804 5.298 -3.573
H -2.204 4.270 -3.339
H -0.024 3.965 -0.238
H -1.709 4.162 -0.745
H -0.508 5.370 -1.180
H -2.592 -0.771 -2.441
H -4.130 -0.121 -1.866
H -2.734 -0.105 -0.790
H -2.773 0.639 -4.445
H -2.973 2.384 -4.336
H -4.276 1.315 -3.833
H -3.207 2.453 -0.529
H -4.554 2.122 -1.602
H -3.437 3.426 -1.977
O 0.775 2.450 2.610
C -0.418 2.547 2.377
C -1.356 3.566 2.983
C -2.728 3.073 2.554
C -2.442 1.814 1.754
O -3.288 1.023 1.387
N -1.084 1.683 1.530
H -1.096 4.546 2.580
H -1.203 3.606 4.060
H -3.257 3.769 1.900
H -3.402 2.831 3.375

Record 2
79
Properties=species:S:1:pos:R:3 method="wB97M-V/def2-TZVPD" s_squared=3.78 multiplicity=4 gap_ev="6.90 / 7.26" total_charge=+2 total_energy_ev=-179651.907
V -0.365 0.256 0.609
N 3.237 2.198 -0.124
C 1.936 2.039 0.012
N 1.383 1.186 0.846
C 2.237 0.344 1.593
N 1.701 -0.607 2.298
N 0.360 -0.609 2.127
C -0.456 -1.185 2.952
C -1.813 -0.720 2.766
C -2.927 -1.131 3.486
C -4.126 -0.464 3.310
C -4.175 0.615 2.435
C -3.042 0.948 1.717
N -1.887 0.284 1.844
C 3.664 0.552 1.557
C 4.559 -0.166 2.354
C 5.911 0.078 2.252
C 6.392 1.031 1.353
C 5.523 1.747 0.554
C 4.160 1.506 0.661
H 3.576 2.814 -0.849
H 1.304 2.640 -0.627
H -0.123 -1.809 3.773
H -2.838 -1.958 4.178
H -5.011 -0.766 3.853
H -5.083 1.186 2.311
H -3.055 1.777 1.023
H 4.172 -0.907 3.040
H 6.605 -0.465 2.878
H 7.456 1.214 1.283
H 5.894 2.495 -0.137
C 0.401 2.469 -6.775
C -0.609 2.291 -5.647
C -1.711 1.364 -6.134
C -1.209 3.615 -5.200
O 0.021 1.677 -4.444
Si 1.563 1.583 -3.941
S 1.462 -0.122 -2.472
O 2.103 2.754 -2.959
C 2.342 4.190 -3.141
C 3.637 4.540 -2.413
C 1.151 4.920 -2.529
C 2.490 4.511 -4.618
O 2.545 1.170 -5.111
C 3.729 0.385 -5.427
C 3.246 -0.967 -5.934
C 4.600 0.238 -4.187
C 4.461 1.157 -6.514
H -0.129 2.713 -7.694
H 0.958 1.548 -6.936
H 1.111 3.269 -6.580
H -2.098 1.748 -7.076
H -2.533 1.326 -5.423
H -1.325 0.360 -6.307
H -1.836 4.020 -5.994
H -0.438 4.350 -4.966
H -1.834 3.462 -4.319
H 3.496 4.589 -1.330
H 3.975 5.527 -2.724
H 4.421 3.823 -2.668
H 1.141 4.812 -1.443
H 0.223 4.510 -2.928
H 1.193 5.982 -2.766
H 3.283 3.909 -5.064
H 2.724 5.564 -4.758
H 1.557 4.299 -5.138
H 2.591 -1.433 -5.196
H 4.094 -1.626 -6.116
H 2.691 -0.844 -6.865
H 4.090 -0.342 -3.417
H 4.856 1.222 -3.787
H 5.523 -0.278 -4.448
H 3.792 1.349 -7.352
H 5.315 0.582 -6.871
H 4.822 2.111 -6.126
Cl -1.213 -1.568 -0.575
Ge -0.703 -0.290 -2.351
Cl -1.356 1.535 -1.284
Cl -1.987 -1.226 -3.715